Formula: C20H32N6O4
Source: the Open Molecules 2025 dataset
Level of theory: the ωB97M-V functional and the def2-TZVPD basis

SMILES string = CCCCCn1c(CN2CCN(C(=O)OCC)CC2)nc2c1c(=O)n(C)c(=O)n2C
E_HOMO = -8.24 eV
Max |F| = 1.38 eV/Å
Kohn-Sham gap = 8.85 eV
M = 420.5 g/mol
ΔE to the lowest compared entry with this formula, charge and spin = 0.184 eV
LUMO = 0.0226 hartree

Element x y z (Å)
C -5.6674 -3.9002 1.2384
C -4.7698 -2.7036 0.9478
C -4.0702 -2.8465 -0.4028
C -3.3168 -1.5878 -0.8279
C -2.1457 -1.2646 0.1043
N -1.3940 -0.1378 -0.3889
C -0.3682 -0.0960 -1.2720
N 0.0031 1.1452 -1.5523
C -0.8125 1.9374 -0.8274
C -1.7051 1.1723 -0.0953
C -2.6899 1.7600 0.7588
O -3.5144 1.1850 1.4447
N -2.6174 3.1554 0.7309
C -1.7338 3.9506 0.0115
O -1.7684 5.1608 0.0686
N -0.8137 3.2955 -0.7799
C 0.1542 4.0512 -1.5446
H 1.1397 3.9783 -1.0818
H -0.1670 5.0907 -1.5591
H 0.2035 3.6467 -2.5541
C -3.5882 3.8402 1.5700
H -4.5950 3.5545 1.2659
H -3.4442 4.9108 1.4547
H -3.4428 3.5456 2.6092
C 0.2930 -1.3040 -1.8629
N 1.6105 -1.6553 -1.3720
C 2.7379 -0.8983 -1.8788
C 3.0097 0.3997 -1.1026
N 3.1320 0.0966 0.3078
C 4.2814 0.1595 1.0145
O 4.3930 -0.2177 2.1593
O 5.2838 0.7376 0.3084
C 6.5297 0.8547 0.9903
C 7.3253 -0.4420 0.9363
H 8.2939 -0.2956 1.4057
H 7.4723 -0.7521 -0.0959
H 6.7892 -1.2228 1.4698
H 7.0556 1.6616 0.4750
H 6.3418 1.1365 2.0313
C 1.9900 -0.5978 0.8608
C 1.7334 -1.8803 0.0542
H 0.8372 -2.3831 0.4208
H 2.5868 -2.5518 0.2007
H 2.2117 -0.8373 1.9017
H 1.1218 0.0679 0.8214
H 3.9291 0.8659 -1.4502
H 2.1705 1.0878 -1.2454
H 2.5684 -0.6692 -2.9310
H 3.6164 -1.5491 -1.7988
H 0.3864 -1.1393 -2.9396
H -0.3521 -2.1742 -1.7068
H -1.4857 -2.1296 0.2023
H -2.5284 -0.9885 1.0881
H -2.9362 -1.7189 -1.8449
H -4.0021 -0.7381 -0.8303
H -4.8211 -3.0676 -1.1647
H -3.3788 -3.6924 -0.3684
H -5.3667 -1.7900 0.9485
H -4.0287 -2.6142 1.7432
H -5.0861 -4.8199 1.2514
H -6.1519 -3.7873 2.2049
H -6.4390 -3.9948 0.4772

Forces on atoms 1 to 3 (eV/Å):
C 0.123 0.212 0.073
C -0.029 -0.271 -0.192
C -0.037 0.342 0.114